A structure of composition C9H21CeINO5P2, computed with ωB97M-V with the def2-TZVPD basis set.

Element x y z (Å)
C1 -2.5930 1.1695 -4.8746
C2 -1.6658 1.0147 -3.7178
H1 -3.5475 0.6627 -4.6567
H2 -2.1335 0.7371 -5.7781
H3 -2.7687 2.2403 -5.0675
O1 -1.8892 0.4537 -2.6498
I1 0.5468 2.0080 -4.1129
Ce1 0.2681 0.8123 -1.4833
P1 -1.2362 2.2962 0.6586
C3 -2.1402 1.8649 2.1850
C4 0.2255 3.1877 1.3356
H4 0.0341 4.2664 1.2877
H5 -1.9695 4.6128 0.5020
H6 1.1147 2.9366 0.7395
H7 -2.0508 3.7670 -1.0834
H8 -1.5040 1.2145 2.8013
H9 0.3856 2.8719 2.3740
C5 -2.2506 3.6770 -0.0038
H10 -2.4124 2.7691 2.7488
H11 -3.3183 3.4593 0.1517
H12 -3.0494 1.3089 1.9186
P2 0.7022 -2.1564 -1.4191
C6 0.2147 -3.5239 -0.3091
C7 0.5982 -2.9420 -3.0770
H13 2.8548 -1.0468 -1.1516
H14 3.0207 -2.6505 -1.9539
H15 2.7576 -2.5332 -0.1749
C8 2.5229 -2.0946 -1.1516
H16 0.5000 -2.1449 -3.8307
H17 1.5165 -3.5165 -3.2686
H18 0.7034 -4.4632 -0.6078
H19 -0.8761 -3.6523 -0.3422
H20 -0.2831 -3.5989 -3.1246
H21 0.5048 -3.2722 0.7217
C9 -1.3348 -0.6471 0.1904
O2 -2.2721 -1.2708 0.4588
O3 2.0522 -0.2422 1.3032
N1 0.8519 -0.1263 1.0571
O4 -0.0108 -0.5960 1.8679
O5 1.8804 1.6295 -1.2951

Results
LUMO level (spin up / spin down) = -8.1 / -10.4 eV
net charge = +2
multiplicity = 2
HOMO-LUMO gap (spin up / spin down) = 7.697 / 5.382 eV
ΔE to the lowest compared entry with this formula, charge and spin = 0.0 kcal per mole

***

A structure of composition C2H8N3O5, computed with ωB97M-V with the def2-TZVPD basis set.

Element x y z (Å)
C1 -2.0770 1.3943 -1.0684
C2 0.9392 -2.3866 0.5936
N1 2.2258 1.9467 0.2828
N2 -2.6121 -0.7236 0.0276
N3 0.6707 -0.0267 0.3771
O1 2.0476 1.6111 1.5576
O2 -2.9758 0.6526 -0.2632
O3 1.6195 -1.2032 0.6626
O4 1.1404 0.8177 -0.4890
O5 -1.6193 -1.1034 -0.5440
H1 -2.3741 1.4727 -2.2692
H2 -1.0276 0.9843 -1.1096
H3 -2.0387 2.4722 -0.6588
H4 1.7977 -2.9591 0.3497
H5 0.1858 -2.3598 -0.3271
H6 0.4907 -2.8056 1.5743
H7 3.1628 1.7511 0.0083
H8 0.4446 0.4649 1.2959

Results
LUMO level = 3.2 eV
net charge = -1
HOMO-LUMO gap = 5.733 eV
ΔE to the lowest compared entry with this formula, charge and spin = 0.0 kcal per mole

***

A cluster of 4 separate species, C12H30B3NO9 in total, computed with ωB97M-V with the def2-TZVPD basis set.

Element x y z (Å)
C1 -2.8681 1.6816 4.2783
O1 -2.8931 0.5499 5.1448
C2 -2.7164 -0.6816 4.4156
C3 -1.1918 -0.8174 4.0494
C4 -0.8491 -2.0071 3.0611
C5 -1.5082 -1.7264 1.6543
B1 -0.5928 -0.6980 0.8163
O2 -1.2205 0.1147 -0.1719
B2 -0.8156 1.4483 0.0184
O3 -1.6671 2.4803 -0.4061
O4 0.3979 1.8430 0.6537
B3 1.2370 0.7454 0.9381
N1 2.6801 1.0397 1.2185
C6 2.7915 1.3559 2.4001
O5 2.7095 1.6542 3.5114
O6 0.8105 -0.5909 1.0012
H1 -3.1907 2.5629 4.9032
H2 -3.5252 1.5747 3.3674
H3 -1.8321 1.9394 3.8979
H4 -3.4094 -0.6398 3.5328
H5 -3.0098 -1.5795 5.0223
H6 -0.6567 -1.0511 5.0186
H7 -0.7153 0.1176 3.6559
H8 -1.1599 -2.9907 3.5111
H9 0.2785 -2.0492 3.0086
H10 -1.6657 -2.6878 1.0782
H11 -2.5311 -1.2590 1.7262
H12 -1.3645 3.2721 0.0816
C7 -6.1605 1.2999 -1.1610
C8 -5.5049 2.5552 -0.6176
O7 -4.4938 2.2201 0.3245
H13 -6.6000 0.7161 -0.3494
H14 -6.9435 1.5476 -1.8811
H15 -5.4221 0.6601 -1.6519
H16 -6.2405 3.1808 -0.1100
H17 -5.0532 3.1394 -1.4264
H18 -3.8393 1.6757 -0.1306
C9 2.5685 0.9335 -3.2556
C10 4.0844 0.9425 -3.2713
O8 4.5816 1.8521 -2.2952
H19 2.1772 1.9331 -3.4569
H20 2.1732 0.2433 -4.0038
H21 2.1945 0.6362 -2.2713
H22 4.4543 1.2597 -4.2471
H23 4.4816 -0.0557 -3.0585
H24 4.2583 1.5614 -1.4331
C11 6.0886 -3.0175 -4.4660
C12 4.9667 -3.4147 -3.5259
O9 3.7363 -3.5021 -4.2376
H25 5.8703 -2.0569 -4.9375
H26 7.0379 -2.9400 -3.9317
H27 6.1972 -3.7508 -5.2698
H28 4.8471 -2.6700 -2.7378
H29 5.1734 -4.3824 -3.0574
H30 3.8450 -4.1678 -4.9270

Results
LUMO level = 0.2 eV
net charge = 0
HOMO-LUMO gap = 10.000 eV
ΔE to the lowest compared entry with this formula, charge and spin = 25.7 kcal per mole

***

A cluster of 5 separate species, C24H62N4O8 in total, computed with ωB97M-V with the def2-TZVPD basis set.

Element x y z (Å)
C1 -0.5755 -2.1331 -0.4474
O1 -0.7224 -3.1563 -1.4141
C2 -1.4670 -4.2914 -1.0383
C3 -1.0238 -5.0565 0.2003
C4 0.3894 -5.6227 0.0469
N1 -2.0455 -6.0777 0.4293
H1 -1.2535 -1.3091 -0.6985
H2 0.4433 -1.7437 -0.4742
H3 -0.7882 -2.4741 0.5648
H4 -2.5510 -4.0962 -1.0206
H5 -1.4310 -4.9954 -1.8878
H6 -1.0657 -4.3728 1.0529
H7 1.1129 -4.8069 0.0472
H8 0.4384 -6.1484 -0.9082
H9 0.5270 -6.3248 0.8663
H10 -2.1469 -6.6944 -0.3633
H11 -1.9268 -6.5697 1.2995
C5 -2.5138 0.0169 -4.2243
O2 -1.3900 -0.8016 -4.0457
C6 -0.9705 -1.5020 -5.1937
C7 0.5129 -1.7641 -5.0806
N2 0.9135 -2.5441 -3.9156
C8 0.8824 -4.0175 -4.1053
C9 1.9501 -4.6509 -3.2298
O3 2.4890 -5.9011 -3.6560
C10 3.0913 -5.8730 -4.9166
H12 -3.3507 -0.5567 -4.6495
H13 -2.3059 0.8475 -4.9039
H14 -2.8428 0.3665 -3.2494
H15 -1.1569 -0.9416 -6.1189
H16 -1.4857 -2.4678 -5.2878
H17 1.1054 -0.8439 -5.1085
H18 0.8708 -2.3208 -5.9529
H19 0.2965 -2.3894 -3.1233
H20 1.0281 -4.2313 -5.1665
H21 -0.1245 -4.3874 -3.8791
H22 1.5082 -4.9426 -2.2768
H23 2.7459 -3.9359 -3.0014
H24 3.5624 -6.8404 -5.0809
H25 3.8295 -5.0658 -5.0244
H26 2.3794 -5.7219 -5.7418
C11 -6.9422 6.7568 6.2931
O4 -6.0334 6.6097 5.2410
C12 -6.3313 5.4719 4.4477
C13 -5.3242 5.3706 3.3319
N3 -3.9913 5.2056 3.8965
C14 -2.8909 5.7532 3.1027
C15 -2.8481 5.1468 1.7174
O5 -3.5917 5.9200 0.7937
C16 -3.2486 5.6708 -0.5334
H27 -6.7752 5.9919 7.0664
H28 -7.9885 6.7228 5.9741
H29 -6.7613 7.7171 6.7779
H30 -7.3559 5.5233 4.0687
H31 -6.2006 4.5655 5.0604
H32 -5.3457 6.2635 2.6975
H33 -5.5648 4.4858 2.7366
H34 -3.8969 5.4222 4.8741
H35 -1.9720 5.4615 3.6083
H36 -3.0250 6.8385 3.0003
H37 -3.2486 4.1211 1.7351
H38 -1.8180 5.0369 1.3448
H39 -4.0364 6.0657 -1.1737
H40 -3.1777 4.5993 -0.7654
H41 -2.2888 6.1343 -0.7979
C17 3.1063 -1.4147 -1.3910
O6 3.8092 -0.8276 -0.3509
C18 3.2246 0.3517 0.1153
C19 3.8741 0.8064 1.4112
N4 4.6241 -0.2666 2.0640
C20 5.7253 0.2133 2.9051
C21 5.8895 -0.6738 4.1183
O7 7.1196 -0.3640 4.7253
C22 7.3162 -1.0573 5.9342
H42 3.7901 -2.0045 -2.0109
H43 2.6713 -0.7150 -2.1166
H44 2.3368 -2.1129 -1.0376
H45 2.1480 0.1780 0.2909
H46 3.2734 1.1472 -0.6387
H47 3.1771 1.2266 2.1433
H48 4.5215 1.6815 1.2063
H49 5.0004 -0.8431 1.3232
H50 5.5347 1.2456 3.1999
H51 6.6775 0.1980 2.3595
H52 5.8325 -1.7326 3.8334
H53 5.0589 -0.4895 4.8155
H54 6.4478 -1.0038 6.5999
H55 8.1874 -0.6086 6.4046
H56 7.4954 -2.1227 5.7352
C23 -0.6833 2.9484 -1.3785
C24 -0.0275 1.6057 -1.6396
O8 0.0448 1.3367 -3.0328
H57 -0.3456 3.3156 -0.4047
H58 -1.7735 2.9530 -1.3606
H59 -0.3998 3.6835 -2.1349
H60 -0.6143 0.8079 -1.1656
H61 0.9494 1.5868 -1.1474
H62 -0.2736 0.4378 -3.1952

Results
LUMO level = 0.6 eV
net charge = 0
HOMO-LUMO gap = 9.000 eV
ΔE to the lowest compared entry with this formula, charge and spin = 0.0 kcal per mole

***

Strongest force on any atom for the records above, in order: 6.28; 4.40; 2.54; 1.56 eV/Å